Here is a molecular structure, C29H50N5O4PdS3 from the OMol25 dataset. Energies are from wB97M-V/def2-TZVPD.

The geometry in ORCA input format:
```
! RIJCOSX wB97M-V def2-TZVPD def2/J DEFGRID3
* xyz 1 3
H -2.56 4.24 -1.35
C -1.54 -2.57 -3.56
C -1.61 -0.34 -3.47
C 0.44 1.21 1.04
H 1.86 -5.66 3.56
H -4.43 -2.03 -0.93
H 0.50 -3.05 -4.31
H 4.14 -2.17 3.29
H 4.46 -4.35 -3.43
O -1.87 1.92 3.14
H -3.56 3.49 5.63
H -0.83 4.29 2.37
Pd -2.70 0.37 2.16
N -1.66 -1.50 -2.71
C 4.40 -1.19 2.91
C 0.63 -0.93 -0.18
H -1.54 0.62 -2.99
C -0.23 0.29 0.07
C 3.32 -2.65 -2.80
H -3.78 4.01 4.03
H -2.90 -2.16 -0.12
C 2.30 -4.16 -4.16
C 3.70 -4.88 2.91
H -1.48 -0.04 -5.63
C -5.21 4.19 0.38
H -4.86 5.12 -0.06
O -1.58 0.03 0.35
N 1.45 -3.19 -3.98
H -0.54 6.33 -2.66
C -1.57 -2.15 -4.84
H 2.46 -0.09 2.43
C -1.49 -0.75 -4.82
H 0.84 5.43 -4.80
H 1.49 1.37 0.80
C -3.94 -3.60 2.35
C 5.62 -0.67 3.02
H 0.21 -1.64 -0.89
H 2.38 3.75 -3.96
H -1.57 -3.59 -3.22
H -5.72 3.75 -0.47
H -2.73 4.93 4.96
C 1.94 -4.63 1.58
H 0.01 4.53 -0.60
H 3.27 -4.10 -0.14
S -4.89 -2.35 1.39
S -3.59 3.30 0.73
C 0.42 4.60 -1.59
O -3.80 1.90 1.23
H 1.99 -4.93 -4.85
H -1.51 -2.74 -5.74
H 4.01 1.90 1.94
H -3.56 2.79 -1.70
O -4.39 -1.00 1.95
C -3.00 3.89 4.78
C -0.53 4.21 3.42
H 6.61 -1.07 3.21
N 4.11 -4.41 1.75
H 6.35 1.32 2.42
C 3.54 -0.13 2.47
H -2.96 -3.27 2.68
C 3.08 -4.29 0.91
C -3.90 -2.58 -0.17
H 2.04 3.02 -1.63
H 4.01 -2.01 -2.28
H 0.96 -4.49 1.15
C 3.49 -3.89 -3.46
H 5.06 -4.19 1.51
H -3.77 -4.51 1.77
H -0.08 2.15 0.83
C 1.49 3.83 -2.08
C 2.02 -2.29 -3.14
H -4.53 -3.86 3.23
C 0.90 5.11 -3.77
H -3.83 -3.61 -0.53
H 0.60 -1.60 0.68
H 0.35 0.92 2.08
H -0.22 0.86 -0.86
H 0.52 4.03 3.21
H 1.48 -1.36 -3.02
H -1.99 2.71 -0.98
N 5.62 0.63 2.50
H 1.66 -0.81 -0.51
S -1.49 2.89 4.30
H -1.62 -1.52 -1.70
C -2.91 3.28 -0.97
H -0.59 5.17 3.93
C 0.11 5.46 -2.65
C 2.38 -5.17 2.75
H 4.44 -5.08 3.67
H -5.73 4.27 1.33
N 1.77 4.25 -3.33
C 4.34 0.91 2.24
*
```

Output
<S²> = 2.01
HOMO (alpha / beta) = -9.31 / -9.31 eV
HOMO-LUMO gap (alpha / beta) = 0.26345 / 0.19873 Ha
LUMO energy (alpha / beta) = -2.14 / -3.90 eV

=====

Here is a molecular structure, C29H51AlNO2SSi2 from the OMol25 dataset. Energies are from wB97M-V/def2-TZVPD.

The geometry in ORCA input format:
```
! RIJCOSX wB97M-V def2-TZVPD def2/J DEFGRID3
* xyz 1 1
H -0.93 2.93 -5.53
H 0.97 -1.79 7.25
H -0.59 -0.80 -4.11
C 2.98 1.92 0.02
H 1.19 3.32 -4.18
C 0.18 0.80 3.74
C 3.46 0.03 2.38
H -1.22 3.84 -4.03
H -1.43 0.11 -1.92
H 0.45 5.39 2.98
H -2.32 -0.50 -4.13
H 2.85 1.90 -4.40
H -2.59 2.17 0.74
H 1.13 -2.94 -1.62
C 0.05 2.00 2.94
H -1.64 2.12 -4.13
N 0.11 -0.39 3.10
C 2.24 1.05 -4.73
H 0.48 2.34 -2.86
C 0.15 -2.89 -2.12
H -4.95 -2.06 0.52
H 0.65 -4.86 4.19
C 0.33 -2.83 3.51
C -0.91 2.88 -4.44
C 0.49 2.50 -3.96
H -0.83 -4.30 -0.81
C -2.03 -1.15 1.08
Si -3.58 -0.09 1.22
C -0.20 1.80 1.56
C -0.21 2.91 0.71
H -3.37 1.49 -0.70
C -4.99 -0.98 0.34
H 1.94 -0.12 -6.55
H 4.23 -1.82 -0.37
H 1.53 -1.83 0.37
H -1.75 -2.17 -3.98
H -3.10 0.45 3.58
H 3.01 0.85 2.96
H -4.73 1.00 3.11
H -0.20 -1.41 -0.55
C 0.30 -1.49 3.93
H 2.45 2.56 0.74
C 0.53 -1.12 5.26
H -4.36 2.15 0.62
H -2.55 -1.27 -1.78
C 0.04 4.20 1.22
C 2.57 0.70 -6.18
Al -0.35 -0.14 1.20
C 0.61 -3.80 4.48
H 2.50 2.04 -0.96
H -4.43 -0.72 3.44
S 0.47 0.65 5.46
H -0.41 2.77 -0.35
H -2.01 -1.84 1.95
H 3.62 0.40 -6.26
C 0.80 -2.10 6.22
H 0.40 3.41 4.54
H 4.02 2.29 -0.06
H 5.33 -0.43 -0.18
O -0.53 -1.68 -1.53
C -3.99 0.19 3.01
H 0.14 -3.07 2.47
C 0.24 3.30 3.46
Si 3.00 0.13 0.57
C 0.26 4.39 2.59
O 0.84 1.30 -4.62
H 2.41 1.56 -6.83
H 0.04 5.05 0.54
C 1.35 -0.75 0.19
H -4.97 -0.82 -0.74
C 4.32 -0.73 -0.48
H -2.27 -1.83 0.24
C -3.45 1.58 0.39
H -0.21 -4.98 -2.32
C 0.83 -3.44 5.82
H 4.55 0.11 2.46
C -1.59 -0.93 -2.20
H 3.15 -0.92 2.82
C -0.70 -4.11 -1.88
H 1.04 -4.22 6.56
H -1.68 -3.99 -2.35
H 0.29 -2.63 -3.17
H 1.37 -0.58 -0.90
C -1.54 -1.13 -3.69
H 2.46 0.18 -4.09
H 4.19 -0.48 -1.54
H -5.94 -0.61 0.72
*
```

Output
HOMO = -11.11 eV
HOMO-LUMO gap = 0.29812 Ha
LUMO energy = -3.00 eV

=====

Here is 6 unconnected molecules or ions with the total composition C29H51BrN2O14P2S6 from the OMol25 dataset. Energies are from wB97M-V/def2-TZVPD.

The geometry in ORCA input format:
```
! RIJCOSX wB97M-V def2-TZVPD def2/J DEFGRID3
* xyz 0 1
H 8.16 3.81 0.57
H -0.08 -3.81 -3.95
H -6.45 -4.14 1.70
C -4.21 -2.08 0.17
C -1.09 -3.69 -4.35
H -4.21 -1.31 -0.60
P 2.75 3.93 -2.71
C -6.25 -1.25 6.26
C 4.91 2.24 -1.35
S -4.49 6.89 -0.69
C -5.47 -3.74 1.43
H 7.93 1.96 0.25
C -1.06 -2.83 -5.60
H 8.58 4.36 -1.78
H -4.12 -5.40 1.01
O 5.31 -5.80 4.21
H -2.26 8.78 -0.40
O -5.85 -2.51 3.98
H -2.31 -0.78 -3.16
H -4.90 -3.63 2.35
H -1.21 7.32 -2.07
H -4.30 -2.08 6.65
O 3.41 6.40 -0.73
Br 0.41 1.40 -2.11
O 5.82 3.31 -1.58
H -2.02 -2.86 -6.12
O 0.80 5.89 -1.32
O 2.05 4.25 0.37
H 2.71 -6.22 2.11
H 9.22 2.64 -2.21
P 2.18 5.26 -1.03
O -2.30 -3.87 -0.18
H -3.00 -2.98 -3.63
H 6.33 0.71 -0.25
C -1.95 -2.92 -3.34
C 4.38 -7.04 0.98
C 6.98 2.89 -2.35
H -3.75 -0.95 4.02
H 6.40 -6.85 0.17
O -5.61 6.33 -1.41
C 2.71 -0.07 -0.80
C -4.50 -0.30 4.49
O -1.73 -0.28 -5.71
H -3.50 -1.82 0.96
H -6.86 -0.40 6.57
C 3.39 2.37 -1.82
H -4.77 8.70 -2.16
H 6.98 -5.18 2.15
H -5.91 -1.60 1.43
C 5.27 0.91 -0.62
H 9.60 2.74 0.18
S -3.68 -3.63 -0.54
H 3.67 -7.43 3.00
S -0.83 -1.17 -4.99
C -2.75 8.71 -1.38
C -4.16 -0.04 5.96
H 3.99 -6.45 0.15
H -2.35 5.88 -0.54
H -2.48 9.60 -1.95
C 3.71 -6.61 2.28
C 8.48 2.91 -0.09
H 3.82 6.66 -1.59
H -4.67 9.26 -0.47
C -2.97 6.25 -1.37
O -4.15 -3.70 -1.91
S 3.05 -2.26 0.42
C -2.29 7.43 -2.08
C 6.00 -5.38 1.71
H -3.08 -0.01 6.12
H 6.32 -7.51 1.81
C -1.49 -1.46 -3.35
H 6.93 1.78 -2.68
H -3.19 5.44 -2.06
H -4.59 0.62 3.92
H -0.69 -1.29 -2.63
H 6.95 3.49 -3.34
S 4.74 -5.32 2.98
H -6.32 -2.43 -0.07
O 0.58 -0.91 -4.88
N 4.59 -1.46 0.38
O -4.41 6.84 0.76
H 4.18 -8.09 0.76
C 5.88 -6.78 1.12
H -2.61 7.45 -3.13
C -4.25 8.58 -1.21
H -5.43 -5.19 -0.20
H -4.82 -0.90 7.86
C 4.21 -0.24 -0.34
H -4.57 0.94 6.25
H 5.76 -4.61 0.97
O -7.09 -0.30 3.95
H -1.87 -3.35 -2.33
C 2.33 1.24 -1.55
H 1.58 3.61 -3.49
O 4.05 -4.06 2.89
C -5.59 -2.38 0.74
H -0.25 -3.09 -6.28
S -6.07 -1.17 4.48
C 8.39 3.22 -1.66
H -6.74 -2.19 6.53
C -4.83 -1.13 6.79
H -1.49 -4.68 -4.55
H 1.17 4.46 0.78
C -4.73 -4.67 0.47
N 1.93 -1.23 -0.40
*
```

Output
SMILES = CCCOc1cc2nsnc2c(Br)c1PP(=O)(O)O.O=S1(=O)CCCC1.O=S1(=O)CCCC1.O=S1(=O)CCCC1.O=S1(=O)CCCC1.O=S1(=O)CCCC1
HOMO = -8.57 eV
HOMO-LUMO gap = 0.25743 Ha
LUMO energy = -1.57 eV

=====

Here is a molecular structure, C29H51InNO12 from the OMol25 dataset. Energies are from wB97M-V/def2-TZVPD.

The geometry in ORCA input format:
```
! RIJCOSX wB97M-V def2-TZVPD def2/J DEFGRID3
* xyz -1 1
C -0.98 1.95 2.01
C 1.26 2.01 6.67
O 3.35 -0.36 -4.49
H 1.89 -2.83 -3.01
H 6.23 5.47 5.69
H -5.37 2.00 3.46
C 3.78 3.07 -5.09
C 5.46 5.01 6.31
C -6.79 -7.47 -6.11
C 1.15 -2.50 -2.28
H -3.50 -2.11 -7.31
H -1.50 2.07 1.04
H 4.03 4.10 8.60
H 6.42 4.26 8.13
H 5.31 3.98 5.97
O -0.61 0.29 -1.05
H -3.50 -4.43 -5.87
C 1.74 -2.22 -0.91
O -4.57 -5.47 -7.96
C 0.15 -0.62 -1.27
H -6.04 -7.91 -8.11
C -6.34 -7.06 -7.51
C 0.13 3.05 2.06
H 2.73 -1.77 -0.97
H 4.82 1.46 -6.12
C -4.53 1.86 2.74
C 0.50 -1.17 -2.63
C 4.44 1.70 -5.13
H -4.72 2.41 1.80
H -1.37 -0.94 -6.01
H 0.71 -0.88 3.32
H 6.31 6.02 8.01
C -0.43 0.50 2.06
H -0.31 3.96 1.61
O 0.38 -2.88 -5.28
H 4.40 5.69 9.34
H 1.69 3.58 8.11
C 1.32 2.56 8.08
C -5.12 -6.22 -7.21
H -1.07 -1.86 -7.51
H -0.05 0.44 4.24
H 2.23 2.75 -6.59
H -2.27 1.54 5.14
H 1.41 0.75 3.27
H 0.35 2.53 8.58
H -2.58 -4.38 -7.37
H -7.45 -6.71 -5.70
C 5.79 5.08 7.79
C 0.46 0.19 3.29
H -4.96 -8.45 -5.44
H 1.20 -0.49 -3.11
O 2.49 6.23 7.50
H -3.69 0.03 2.94
O 2.11 1.44 -5.01
H 0.35 3.35 3.10
In -2.50 2.45 3.61
H 4.26 3.81 -5.74
C -2.69 -3.93 -6.39
H 1.64 3.45 -5.07
O 4.23 5.73 6.16
H -1.24 -0.25 2.03
O -1.47 -4.10 -5.66
C -2.90 -2.43 -6.46
H 2.10 2.41 6.09
H -3.39 -2.07 -5.55
H 0.52 0.00 7.10
H 1.99 0.05 6.08
H 0.38 -3.27 -2.21
H -7.09 -6.47 -8.02
H 5.22 1.60 -4.39
H -2.39 4.22 3.98
C 2.31 0.50 8.16
C 3.58 5.77 7.35
H 1.79 -3.11 -0.30
C 2.36 2.76 -5.51
H 3.79 3.46 -4.07
C -1.47 -1.91 -6.50
C 1.47 0.52 6.90
C 3.28 0.79 -4.82
C -5.49 -7.50 -5.35
H -5.62 -7.28 -4.29
C 4.41 5.11 8.42
O 2.23 1.70 8.79
H -3.96 0.41 1.42
H -0.39 -1.30 -3.24
H -7.32 -8.43 -6.09
O -4.68 -6.47 -5.95
H 1.04 2.82 1.47
N -4.41 0.40 2.33
H 0.19 0.36 1.17
O 2.93 -0.43 8.59
C -0.72 -2.98 -5.73
H 0.34 2.25 6.15
O 0.85 -1.27 -0.30
*
```

Output
HOMO = -3.31 eV
HOMO-LUMO gap = 0.18100 Ha
LUMO energy = 1.61 eV

=====

Here is a molecular structure, C29H51N5OReSSi4Te from the OMol25 dataset. Energies are from wB97M-V/def2-TZVPD.

The geometry in ORCA input format:
```
! RIJCOSX wB97M-V def2-TZVPD def2/J DEFGRID3
* xyz 2 2
H -5.78 -5.85 1.38
H 0.87 -3.67 0.59
N -0.64 -2.37 0.01
Si 1.33 -1.92 4.33
H -3.73 1.05 5.65
C -0.96 -4.72 0.29
C -0.56 1.45 3.14
C -7.20 -5.15 -0.08
C -1.98 1.67 -0.71
C -0.17 -3.61 0.31
O 0.67 1.27 -0.98
C -2.85 0.69 5.11
H 1.28 0.10 5.82
H 4.90 -0.97 1.44
C 2.57 1.42 1.62
H -0.68 2.85 6.16
Si 3.48 0.65 0.14
H 1.65 -3.34 -3.50
H 2.22 -0.72 -4.59
C -1.96 -2.27 -0.31
C 4.43 -1.99 -2.29
Si 2.63 -1.43 -2.27
C 2.33 -0.82 -0.43
H 5.63 0.63 1.33
H 0.39 3.44 -3.28
H -8.05 -5.16 0.59
H -0.77 -2.68 3.22
H 1.34 0.34 -3.50
C -5.14 -5.11 -1.87
H 5.12 -1.16 -2.21
C -2.81 -3.33 -0.36
H 1.62 -3.68 -1.78
H 0.30 1.24 3.77
H -0.30 2.19 2.39
Re 0.27 -0.56 -0.15
C -1.26 3.36 5.39
H 3.08 0.55 -3.74
C -2.02 3.08 -2.71
C -4.90 -5.49 -0.56
H -3.84 -3.16 -0.61
C -2.33 -4.62 -0.06
H -6.70 -4.47 -3.22
H 2.04 0.64 2.17
H -2.04 3.93 5.89
C 1.46 -2.90 -2.52
Si -2.05 2.14 4.20
H 4.65 -2.70 -1.49
H 3.27 1.91 2.30
H 5.72 -0.47 -0.04
N 0.81 2.76 -2.66
H 1.85 2.16 1.29
H -2.86 3.81 2.54
H 2.27 0.41 4.38
C -5.94 -5.53 0.36
H 4.91 2.34 -0.92
H -4.36 -5.11 -2.61
C -1.32 2.30 -1.75
N -2.59 3.67 -3.51
S -3.28 -6.06 -0.05
H 0.54 -2.99 6.45
C -0.45 -1.71 3.62
H 3.24 2.84 -1.06
C 0.07 2.09 -1.79
H -1.12 -1.50 4.46
C -6.44 -4.76 -2.21
H -3.19 -0.09 4.43
H 0.58 -4.17 5.14
C 1.10 -3.31 5.57
H 2.07 -3.67 5.93
H 3.42 -2.11 2.97
H -4.16 3.23 3.56
Te -1.15 -0.31 2.16
C 5.07 -0.13 0.77
H -0.54 -5.68 0.55
H 2.89 -0.59 5.68
N -2.39 1.05 0.18
H 1.80 2.60 -2.70
C 2.39 -2.44 2.86
H -0.61 4.06 4.88
N -7.44 -4.77 -1.33
C 1.99 -0.35 5.12
H 3.90 1.60 -2.15
H 2.70 -1.67 0.15
H -3.59 2.24 2.23
H 0.41 -2.60 -2.50
H 1.99 -1.98 1.95
H -2.18 0.25 5.85
C -3.27 2.92 3.02
H 4.63 -2.49 -3.24
C 2.28 -0.18 -3.64
H 2.40 -3.52 2.73
C 3.90 1.97 -1.13
H -2.34 -1.27 -0.52
*
```

Output
<S²> = 0.77
HOMO (alpha / beta) = -13.91 / -13.91 eV
HOMO-LUMO gap (alpha / beta) = 0.21055 / 0.21817 Ha
LUMO energy (alpha / beta) = -8.18 / -7.97 eV

=====

no.,maximum force (eV/A)
1,4.1
2,2.1
3,6.5
4,0.9
5,3.3